1.
72
Properties=species:S:1:pos:R:3:mulliken_charge:R:1 method="wB97M-V/def2-TZVPD" homo_lumo_gap_ev=5.79 total_charge=+1
N -1.49 1.05 -3.04 -0.38
S -0.49 -0.12 -3.66 0.42
F -0.90 -1.39 -2.94 -0.08
H -2.39 0.94 -3.52 0.28
H -1.09 1.92 -3.42 0.36
H -0.92 -0.20 -4.97 0.26
C 0.23 1.93 0.43 -0.74
O -0.39 2.84 -0.52 -0.48
H 0.36 2.45 1.36 0.28
H -0.41 1.07 0.59 0.35
H 1.20 1.61 0.05 0.33
H -0.50 2.35 -1.34 0.20
C 1.73 5.79 1.03 -0.32
O 1.82 4.59 0.28 -0.46
H 2.73 6.07 1.35 0.01
H 1.31 6.59 0.42 0.27
H 1.10 5.64 1.92 0.25
H 0.92 4.35 0.00 0.27
C -1.96 -4.84 -1.35 -0.06
O -1.09 -3.71 -1.25 -0.47
H -1.75 -5.52 -0.53 0.12
H -3.00 -4.51 -1.30 -0.03
H -1.79 -5.36 -2.30 0.27
H -1.29 -3.13 -1.98 0.30
C -1.82 -8.86 0.81 -0.21
O -1.45 -7.71 0.03 -0.50
H -2.91 -8.93 0.80 0.23
H -1.40 -9.76 0.37 0.23
H -1.47 -8.75 1.83 -0.03
H -0.49 -7.66 0.05 0.27
C 0.56 -0.22 3.65 -0.57
O 0.26 1.11 3.22 -0.44
H 1.14 -0.70 2.87 0.22
H 1.14 -0.20 4.58 0.27
H -0.36 -0.78 3.82 0.27
H -0.26 1.53 3.92 0.26
C 5.70 7.29 2.91 -0.43
O 5.07 8.17 1.98 -0.52
H 5.84 7.83 3.85 0.23
H 5.06 6.42 3.10 0.22
H 6.66 6.96 2.54 0.20
H 4.95 7.68 1.16 0.29
C -3.92 -0.21 -5.96 -0.33
O -3.11 0.98 -5.91 -0.53
H -3.64 -0.85 -5.12 0.00
H -4.98 0.04 -5.86 0.30
H -3.75 -0.75 -6.89 0.32
H -3.38 1.54 -6.65 0.28
C -0.53 -8.50 4.69 -0.54
O -0.58 -9.47 3.65 -0.52
H -1.37 -7.82 4.56 0.23
H -0.62 -8.99 5.67 0.27
H 0.40 -7.94 4.66 0.25
H 0.17 -10.07 3.78 0.29
C -5.61 -4.03 -2.51 -0.56
O -5.23 -2.89 -3.28 -0.47
H -6.69 -4.11 -2.51 0.27
H -5.18 -4.94 -2.95 0.27
H -5.26 -3.92 -1.48 0.23
H -4.27 -2.85 -3.26 0.26
C -2.47 5.46 -2.78 -0.51
O -1.25 5.72 -2.10 -0.45
H -2.90 6.41 -3.07 0.26
H -2.30 4.86 -3.68 0.17
H -3.18 4.94 -2.12 0.27
H -0.88 4.87 -1.85 0.27
C 8.72 4.45 3.86 -0.52
O 8.29 5.77 4.18 -0.47
H 8.03 4.05 3.12 0.20
H 9.73 4.47 3.45 0.27
H 8.69 3.82 4.75 0.25
H 8.89 6.13 4.84 0.27

2.
85
Properties=species:S:1:pos:R:3:mulliken_charge:R:1 method="wB97M-V/def2-TZVPD" de_lowest_kcal_mol=58.9 smiles="COC[C@H](C)N.NC(N)=O.NC(N)=O.NC(N)=O.NC(N)=O.NC(N)=O.NC(N)=O.NC(N)=O.O.O.O.O" homo_lumo_gap_ev=8.12
C -0.30 -3.06 -5.16 -0.39
O 0.42 -4.14 -4.49 -0.46
C 0.90 -3.64 -3.22 0.27
C 1.34 -4.79 -2.29 0.13
C 1.61 -4.42 -0.80 -0.88
N 2.52 -5.43 -2.81 -0.79
H 0.31 -2.15 -5.11 0.07
H -1.28 -2.95 -4.70 0.21
H -0.45 -3.33 -6.21 0.33
H 1.77 -3.04 -3.47 0.04
H 0.18 -3.04 -2.67 0.01
H 0.61 -5.60 -2.29 0.35
H 1.89 -5.28 -0.19 0.37
H 0.64 -4.10 -0.40 0.04
H 2.40 -3.67 -0.74 0.28
H 3.22 -4.71 -2.94 0.27
H 2.27 -5.80 -3.72 0.32
N 3.14 -0.15 -6.02 -0.46
C 3.22 -0.51 -4.76 0.65
N 2.32 0.14 -4.02 -0.21
O 4.06 -1.29 -4.41 -0.65
H 2.35 0.23 -6.51 0.18
H 3.90 -0.57 -6.55 0.24
H 1.74 0.83 -4.46 0.16
H 2.40 0.00 -3.02 0.10
N 2.24 2.24 -1.21 -0.30
C 2.32 3.01 -0.12 0.33
N 3.06 3.94 -0.33 -0.28
O 1.78 2.70 0.94 -0.77
H 2.28 2.63 -2.14 0.25
H 1.61 1.47 -1.01 0.05
H 3.38 4.47 0.47 0.32
H 3.07 4.37 -1.25 0.18
N -2.29 0.56 -4.15 -0.43
C -1.74 -0.15 -3.26 0.62
N -0.83 0.56 -2.65 -0.04
O -1.96 -1.36 -3.06 -0.70
H -2.77 0.05 -4.88 0.27
H -1.98 1.50 -4.33 0.13
H -0.82 1.55 -2.85 0.20
H -0.24 0.12 -1.96 -0.08
N -0.11 0.52 1.19 0.39
C 0.17 -0.50 0.43 0.95
N -0.44 -1.53 0.94 -0.11
O 0.86 -0.46 -0.59 -0.79
H -0.82 0.44 1.90 -0.07
H 0.39 1.39 1.06 -0.22
H -0.70 -2.38 0.47 0.12
H -0.95 -1.31 1.78 -0.11
N 0.32 2.12 5.75 -0.25
C 1.03 3.05 5.17 0.61
N 1.74 2.66 4.12 -0.28
O 0.96 4.20 5.53 -0.71
H 0.22 1.20 5.33 0.22
H -0.18 2.36 6.60 0.20
H 2.38 3.31 3.70 0.19
H 1.50 1.87 3.53 0.14
N 0.37 5.64 1.72 -0.25
C -0.66 5.04 2.16 0.76
N -0.61 3.76 2.14 -0.01
O -1.65 5.57 2.64 -0.78
H 1.04 5.06 1.23 0.02
H 0.52 6.64 1.65 0.22
H 0.29 3.49 1.77 0.17
H -1.36 3.21 2.54 0.08
N -4.05 1.03 4.56 -0.37
C -3.36 2.07 4.23 0.74
N -3.78 3.05 5.00 -0.42
O -2.62 2.13 3.31 -0.79
H -3.88 0.11 4.17 0.15
H -4.92 1.18 5.05 0.14
H -4.55 2.89 5.64 0.13
H -3.35 3.96 4.94 0.25
O -2.05 -4.53 1.67 -0.58
H -2.04 -4.03 0.86 0.36
H -2.63 -4.03 2.25 0.27
O -0.19 -0.37 4.86 -0.66
H -0.74 -0.60 4.11 0.27
H 0.31 -1.17 5.04 0.27
O -2.49 -1.27 2.94 -0.60
H -3.03 -2.07 2.99 0.20
H -2.88 -0.77 2.23 0.30
O -1.91 -3.41 -0.96 -0.56
H -1.97 -2.66 -1.56 0.25
H -2.44 -4.09 -1.37 0.27

3.
23
Properties=species:S:1:pos:R:3:mulliken_charge:R:1 method="wB97M-V/def2-TZVPD" de_lowest_kcal_mol=35.1 homo_lumo_gap_ev=4.29 total_charge=-1
Cl -0.72 3.96 0.79 -0.19
C 0.33 2.62 0.97 0.19
C -0.23 1.40 1.30 0.22
Cl -1.90 1.19 1.46 -0.10
C 0.58 0.23 1.70 0.76
O 0.17 -0.69 2.37 -0.49
C 2.11 0.39 1.44 0.02
O 2.85 -0.58 1.58 -0.58
C 2.60 1.73 1.15 0.18
Cl 4.29 1.91 1.21 -0.17
C 1.75 2.81 0.94 0.28
Cl 2.39 4.39 0.77 -0.17
N -0.68 -0.85 -0.26 -0.11
C -1.59 -1.87 0.05 0.16
O -2.08 -1.97 1.17 -0.68
C -1.95 -2.78 -1.03 -0.81
C -1.67 -2.47 -2.33 -0.05
C -0.88 -1.34 -2.60 -0.80
C -0.42 -0.58 -1.51 0.01
H -2.50 -3.66 -0.72 0.36
H -2.05 -3.09 -3.14 0.35
H -0.59 -1.04 -3.60 0.34
H 0.21 0.29 -1.71 0.28